Here is 2 unconnected molecules or ions with the total composition C7H12 from OMol25. Energies are from the ωB97M-V functional and the def2-TZVPD basis.

Structure (ORCA input):
```
! RIJCOSX wB97M-V def2-TZVPD def2/J DEFGRID3
* xyz 0 1
C -2.240 -0.261 -0.310
C -1.115 0.645 0.173
C -0.092 -0.121 1.111
C 1.360 0.356 0.702
C 2.406 -0.745 0.641
C 0.870 0.914 -0.575
C -0.244 1.303 -0.933
H -1.845 -1.124 -0.858
H -2.802 -0.640 0.554
H -2.934 0.273 -0.965
H -1.554 1.489 0.718
H -0.296 0.035 2.177
H -0.167 -1.200 0.918
H 1.697 1.166 1.358
H 2.068 -1.570 0.004
H 2.606 -1.138 1.643
H 3.346 -0.362 0.232
H -0.199 0.536 -3.136
H -0.863 0.444 -3.455
*
```

The orbital gap comes out at 8.97 eV. The energy above the lowest of the compared OMol25 structures with the same formula, charge and spin comes out at 507.8 kJ/mol. The LUMO energy comes out at -0.1 eV. The calculation puts the total energy at -7448.1688 eV.

Atom charges from the Löwdin analysis, given in e for atoms 1 to 8: atom 1 (C): -0.09, atom 2 (C): -0.36, atom 3 (C): -0.11, atom 4 (C): -0.34, atom 5 (C): -0.08, atom 6 (C): 0.03, atom 7 (C): -0.06, atom 8 (H): 0.08



Here is a molecular structure, C7H12 at a distorted geometry from OMol25. Energies are from the ωB97M-V functional and the def2-TZVPD basis.

Structure (ORCA input):
```
! RIJCOSX wB97M-V def2-TZVPD def2/J DEFGRID3
* xyz 0 1
C -1.851 -1.019 1.265
C -1.219 0.219 0.631
C 0.297 0.123 0.530
C 0.844 -1.005 -0.347
C 2.010 0.460 -1.015
C 0.930 1.252 -1.671
C 1.039 1.244 -0.161
H -2.939 -0.924 1.331
H -1.468 -1.183 2.279
H -1.633 -1.922 0.681
H -1.630 0.376 -0.375
H -1.472 1.113 1.214
H 0.719 0.005 1.537
H 0.212 -1.365 -1.162
H 1.278 -1.867 0.190
H 2.210 -0.626 -0.939
H 1.263 2.179 -2.146
H 0.107 0.773 -2.196
H 1.301 2.169 0.355
*
```

The orbital gap comes out at 9.02 eV. The energy above the lowest of the compared OMol25 structures with the same formula, charge and spin comes out at 452.4 kJ/mol. The LUMO energy comes out at 1.1 eV. The calculation puts the total energy at -7448.7427 eV.

Atom charges from the Löwdin analysis, given in e for atoms 1 to 8: atom 1 (C): -0.11, atom 2 (C): -0.23, atom 3 (C): -0.36, atom 4 (C): -0.04, atom 5 (C): -0.05, atom 6 (C): -0.13, atom 7 (C): -0.26, atom 8 (H): 0.07



Here is a single C7H12 molecule at a distorted geometry from OMol25. Energies are from the ωB97M-V functional and the def2-TZVPD basis.

Structure (ORCA input):
```
! RIJCOSX wB97M-V def2-TZVPD def2/J DEFGRID3
* xyz 0 1
C -2.600 0.114 0.023
C -1.232 -0.518 -0.068
C -0.233 0.182 -0.984
C 0.857 0.056 0.048
C 2.060 -0.805 -0.183
C 2.200 0.682 0.036
C -0.066 -0.097 1.225
H -3.142 0.113 -0.937
H -2.491 1.173 0.304
H -3.239 -0.388 0.751
H -0.930 -1.324 0.593
H -0.013 -0.190 -1.992
H -0.527 1.244 -1.079
H 2.216 -1.187 -1.191
H 2.384 -1.476 0.607
H 2.442 1.311 -0.814
H 2.599 1.019 0.987
H -0.481 0.788 1.681
H 0.319 -0.778 2.028
*
```

The orbital gap comes out at 9.39 eV. The energy above the lowest of the compared OMol25 structures with the same formula, charge and spin comes out at 334.5 kJ/mol. The LUMO energy comes out at 1.2 eV. The calculation puts the total energy at -7449.9650 eV.

Atom charges from the Löwdin analysis, given in e for atoms 1 to 8: atom 1 (C): -0.10, atom 2 (C): -0.25, atom 3 (C): -0.12, atom 4 (C): -0.50, atom 5 (C): -0.08, atom 6 (C): -0.08, atom 7 (C): -0.04, atom 8 (H): 0.08



Here is a molecular structure, C7H12CaN3 at a distorted geometry from OMol25. Energies are from the ωB97M-V functional and the def2-TZVPD basis.

Structure (ORCA input):
```
! RIJCOSX wB97M-V def2-TZVPD def2/J DEFGRID3
* xyz -1 1
C 2.305 1.055 -0.218
Ca -1.266 -2.355 0.576
N -2.513 -0.814 -0.643
H 1.218 1.354 -0.672
H -3.274 -1.177 -1.204
H 1.884 1.120 -1.376
H 3.366 1.368 -0.498
H 2.309 -0.037 0.017
H 2.049 1.666 0.687
H -3.019 -0.243 0.043
H -2.009 -0.162 -1.263
N -1.502 -2.023 7.554
C -1.295 -1.763 6.434
C -1.065 -1.452 5.014
C -1.731 -0.390 4.395
C -1.558 -0.161 3.025
N -0.802 -1.049 2.330
C -0.023 -2.004 2.919
C -0.188 -2.244 4.276
H -2.315 0.294 5.003
H -1.974 0.668 2.473
H 0.754 -2.472 2.284
H 0.389 -3.032 4.771
*
```

The orbital gap (spin up / spin down) comes out at 3.84 / 3.35 eV. The energy above the lowest of the compared OMol25 structures with the same formula, charge and spin comes out at 409.1 kJ/mol. The LUMO energy (spin up / spin down) comes out at 2.9 / 2.4 eV. The calculation puts the total energy at -30355.0110 eV.

Atom charges from the Löwdin analysis, given in e for atoms 1 to 8: atom 1 (C): -0.30, atom 2 (Ca): 0.29, atom 3 (N): -0.18, atom 4 (H): 0.05, atom 5 (H): -0.01, atom 6 (H): 0.03, atom 7 (H): 0.08, atom 8 (H): 0.03



The highest total energy belongs to which entry?
number 1